<i>
Entry from OMol25: a single C4H12NP molecule (ωB97M-V with the def2-TZVPD basis set).

Values from the calculation:
SMILES: CCNP(C)C
E_HOMO: -8.636 eV

Structure (ORCA input):
```
! wB97M-V def2-TZVPD RIJCOSX def2/J DEFGRID3
* xyz 0 1
P -1.0468 0.0047 0.8490
N 0.4750 -0.2152 0.1401
C -1.8379 1.2505 -0.2627
C 1.6018 0.4857 0.6618
C 2.7829 -0.2009 0.0652
C -2.0087 -1.3860 -0.1111
H -2.9934 -1.3532 0.1518
H 1.7347 1.6208 0.2597
H 3.6594 0.1369 0.5188
H -1.3704 2.2616 -0.2992
H 1.3592 0.3917 1.7994
H 0.4436 -0.5868 -0.7875
H -2.1251 -1.1690 -1.2375
H 2.8808 -0.2103 -0.9549
H -2.8796 1.6351 -0.0094
H 2.8848 -1.3083 0.4024
H -2.0678 0.9641 -1.2108
H -1.4925 -2.3216 0.0248
*
```

<ii>
Entry from OMol25: a single C4H12NP molecule (ωB97M-V with the def2-TZVPD basis set).

Values from the calculation:
SMILES: CC(C)N(C)P
E_HOMO: -8.718 eV

Structure (ORCA input):
```
! wB97M-V def2-TZVPD RIJCOSX def2/J DEFGRID3
* xyz 0 1
P 1.8925 0.4910 -0.6828
N 0.6326 -0.3402 0.0711
C -0.7929 1.5409 1.1304
C -1.3581 0.4502 -1.1160
C -0.7522 0.2395 0.3121
C 1.1194 -1.2134 1.1383
H 1.7100 -0.6358 1.8485
H -0.6688 1.3400 2.2121
H -2.4544 0.4841 -1.0094
H 0.2353 -1.5887 1.6010
H -1.2314 -0.5900 0.6651
H -1.2253 -0.4378 -1.7046
H 2.5709 -0.5807 -1.1243
H 2.7827 0.5066 0.5020
H -1.8026 2.1245 1.0208
H -0.9335 1.3212 -1.5645
H 1.5530 -2.0274 0.6932
H 0.0759 2.2953 1.0286
*
```

Result of the stability comparison: <ii> is the least stable of them.

<i>
Entry from OMol25: a 2-piece molecular cluster, CHO3PS2 overall (ωB97M-V with the def2-TZVPD basis set).

Values from the calculation:
E_HOMO (spin up / spin down): 0.235 / 0.235 eV

Structure (ORCA input):
```
! wB97M-V def2-TZVPD RIJCOSX def2/J DEFGRID3
* xyz -2 1
S -1.5788 -1.2518 1.4474
S -0.7293 -0.8354 -2.6192
P -0.7449 0.0418 0.1920
O 2.2047 2.0177 1.7052
O -1.6599 1.1174 -0.2357
O 1.0702 -1.7290 -0.9312
C 0.1372 -1.0453 -1.2324
H 1.3007 1.6848 1.6739
*
```

<ii>
Entry from OMol25: CHO3PS2 as an isolated structure (ωB97M-V with the def2-TZVPD basis set).

Values from the calculation:
E_HOMO: -0.171 eV

Structure (ORCA input):
```
! wB97M-V def2-TZVPD RIJCOSX def2/J DEFGRID3
* xyz -2 1
S -0.2487 -2.1858 -0.5196
S 2.4395 -0.6935 0.0256
P -0.1670 0.9011 0.1008
O -0.1143 1.6466 1.3954
O 0.0952 1.6628 -1.1992
O -1.5503 0.0954 0.1790
C 0.8543 -0.5826 0.0761
H -1.3086 -0.8441 -0.0581
*
```

Result of the stability comparison: <i> is the least stable of them.

<i>
Entry from OMol25: a 2-piece molecular cluster, C3H12N4O overall (ωB97M-V with the def2-TZVPD basis set).

Values from the calculation:
SMILES: N=C(N)N.CNCO
E_HOMO: -8.245 eV

Structure (ORCA input):
```
! wB97M-V def2-TZVPD RIJCOSX def2/J DEFGRID3
* xyz 0 1
O -1.8432 0.9277 0.4027
N 0.1059 0.9330 1.6818
N 0.7064 -0.5498 -3.0978
N -0.2135 -1.7777 -1.3881
N 1.4236 -0.1511 -0.9137
C -1.3036 0.6317 1.6732
C 0.7324 0.5886 2.9475
C 0.6729 -0.7962 -1.7549
H 0.6629 -0.4743 3.2005
H 2.2418 -0.6700 -0.6254
H -1.2730 1.6170 0.0383
H -0.0595 -0.8970 -3.6565
H -0.5232 -1.7166 -0.4282
H 1.0223 0.3732 -3.3452
H 0.5459 0.4126 0.9218
H -1.5062 -0.4292 1.8654
H 1.7833 0.8730 2.9156
H -1.7955 1.2327 2.4472
H -0.9848 -1.9713 -2.0160
H 0.2779 1.1647 3.7583
*
```

<ii>
Entry from OMol25: a single C3H12N4O molecule (ωB97M-V with the def2-TZVPD basis set).

Values from the calculation:
SMILES: NC(N)[C@@H](N)[C@H](N)O
E_HOMO: -9.307 eV

Structure (ORCA input):
```
! wB97M-V def2-TZVPD RIJCOSX def2/J DEFGRID3
* xyz 0 1
O -1.4797 -1.0388 -1.8588
N -1.1103 -1.8070 0.2461
N 0.1409 0.5679 2.0318
N 1.8689 1.3175 0.8009
N 0.6838 0.5149 -1.7377
C 0.8067 0.3319 0.7758
C -1.2841 -0.5988 -0.5275
C -0.1177 0.4589 -0.4791
H -0.9511 -1.5195 1.2194
H 1.2660 -0.6637 0.7905
H 0.8701 0.4672 2.7407
H -1.0439 -1.9111 -1.8518
H 2.5703 1.0016 0.1260
H -0.0745 1.5629 2.0699
H -2.0107 -2.2873 0.2732
H -0.6108 1.4405 -0.4211
H 1.5157 2.1595 0.3419
H -2.2085 -0.0991 -0.2161
H 1.1735 -0.3761 -1.8250
H -0.0046 0.4784 -2.4990
*
```

Result of the stability comparison: <i> is the least stable of them.

<i>
Entry from OMol25: a 2-piece molecular cluster, C6H15N overall (ωB97M-V with the def2-TZVPD basis set).

Values from the calculation:
<S²>: 0.76
E_HOMO (spin up / spin down): -14.662 / -14.632 eV

Structure (ORCA input):
```
! wB97M-V def2-TZVPD RIJCOSX def2/J DEFGRID3
* xyz 1 2
N -0.0978 0.7236 0.4396
C 1.0489 -0.5010 2.2373
C -2.0822 -0.6764 -1.5045
C 2.1374 0.6288 2.4280
C -1.1917 0.1509 -2.4399
C 0.3097 -0.2126 -2.4197
C -0.1795 0.0914 1.6110
H 0.4505 -1.2856 -2.5238
H -3.0744 -0.6710 -1.9534
H 0.7722 -0.7133 3.2693
H 0.6921 0.2853 -1.5277
H 2.5945 0.9164 1.4869
H -1.5106 0.0269 -3.4765
H 1.6391 1.4638 2.9167
H -1.0698 0.1877 2.2497
H -1.7460 -1.6941 -1.2897
H 0.8949 0.2664 -3.2039
H -0.1027 -0.3941 0.2438
H 2.8596 0.2033 3.1194
H 1.4307 -1.3978 1.7526
H -1.2098 1.2227 -2.2392
H -2.2438 -0.2642 -0.4983
*
```

<ii>
Entry from OMol25: an isolated ion of composition C6H15N and charge +1 (ωB97M-V with the def2-TZVPD basis set).

Values from the calculation:
<S²>: 0.75
E_HOMO (spin up / spin down): -15.532 / -15.513 eV

Structure (ORCA input):
```
! wB97M-V def2-TZVPD RIJCOSX def2/J DEFGRID3
* xyz 1 2
N -0.5955 -0.0026 -0.2450
C -0.9726 1.2447 -0.8397
C -0.5717 -1.0879 -1.2277
C 0.7655 0.0251 0.4225
C 0.7259 0.6900 1.8078
C 1.9088 0.0996 2.6036
C -1.7707 -1.1351 -2.2297
H 0.3754 -1.0614 -1.7877
H -2.0761 1.3406 -0.8660
H 2.8690 0.0014 2.0638
H 1.7760 -0.9426 2.8905
H -1.3857 -0.5609 -3.1319
H -1.8804 -2.1342 -2.6412
H -2.6292 -0.6987 -1.7091
H 1.4307 0.5810 -0.2595
H -0.4109 2.0030 -0.2769
H -0.7316 1.5243 -1.8787
H -0.6073 -2.0209 -0.6277
H 2.0232 0.7317 3.4794
H 1.2102 -0.9627 0.3654
H -0.1959 0.5731 2.4107
H 0.7430 1.7924 1.6772
*
```

Result of the stability comparison: <i> is the least stable of them.